Here is a cluster of 12 separate species, C48H66N10O4S2 in total in a non-equilibrium geometry from the Open Molecules 2025 dataset. Energies are from wB97M-V/def2-TZVPD.

XYZ file:
```
130
C48H66N10O4S2 wB97M-V/def2-TZVPD
S -16.211 -11.239 3.872
S -15.101 -3.899 7.458
O -15.126 -5.075 8.285
O -15.326 -4.007 6.048
O -17.197 -10.171 4.188
O -15.460 -12.019 4.849
N -23.741 -5.235 4.248
N -18.355 5.857 10.947
N -3.435 -2.272 9.789
N -8.998 -5.205 16.725
N -12.663 3.727 3.520
N -11.152 -4.748 0.282
N -9.842 -9.333 7.821
N -22.895 1.004 13.065
N -13.912 -2.231 15.340
N -19.573 -9.365 10.671
C -9.810 -5.619 15.756
C -13.883 -0.890 15.505
C -25.152 -3.897 5.443
C -7.819 -10.122 7.108
C -4.872 -2.811 8.118
C -15.948 -10.661 1.311
C -13.837 3.365 4.127
C -17.118 -12.382 2.667
C -9.566 -4.885 14.612
C -16.259 -2.780 8.120
C -23.328 -5.203 5.567
C -12.492 4.249 5.672
C -15.444 -1.510 8.571
C -3.941 -1.870 7.629
C -20.102 -9.357 12.771
C -20.163 -8.623 11.653
C -8.494 -4.019 14.845
C -10.490 -5.815 -0.239
C -8.246 -4.153 16.202
C -18.525 7.946 11.357
C -15.217 -2.555 14.995
C -13.800 3.881 5.352
C -9.606 -6.282 0.693
C -10.623 -4.557 1.495
C -17.598 6.044 12.050
C -24.204 -4.397 6.341
C -9.159 -10.412 7.163
C -22.673 1.098 11.798
C -11.790 4.225 4.474
C -19.578 -10.578 12.527
C -13.605 -2.919 7.786
C -15.111 -10.669 2.564
C -17.773 7.378 12.432
C -22.146 -0.158 11.414
C -15.164 -0.386 15.350
C -16.638 -12.003 1.288
C -4.487 -3.105 9.392
C -8.856 -8.438 8.254
C -22.784 -0.277 13.534
C -24.837 -4.456 4.174
C -18.865 6.967 10.425
C -22.250 -1.067 12.541
C -19.297 -10.553 11.236
C -9.723 -5.493 1.839
C -14.043 -1.932 8.888
C -7.678 -8.979 7.852
C -15.990 -1.466 15.139
C -3.076 -1.490 8.701
H -13.185 -2.927 15.428
H -22.854 2.019 11.263
H -21.819 -2.049 12.669
H -2.365 -0.684 8.587
H -19.365 6.941 9.469
H -21.889 -0.450 10.406
H -8.725 -5.435 17.670
H -9.014 -7.620 8.942
H -13.468 -2.338 6.874
H -16.496 -9.756 1.574
H -9.184 -5.674 2.757
H -16.731 -3.321 8.940
H -12.611 3.615 2.518
H -17.425 7.889 13.318
H -13.456 -1.062 9.182
H -12.103 4.429 6.663
H -4.855 -3.880 10.049
H -23.225 1.783 13.618
H -17.041 -1.483 14.894
H -18.404 4.964 10.477
H -10.026 -5.090 13.656
H -11.647 -4.081 -0.293
H -8.165 -3.301 14.108
H -15.533 -0.689 7.861
H -15.366 -10.584 0.393
H -10.430 -6.499 15.850
H -20.524 -8.987 13.694
H -15.403 -3.608 14.846
H -17.075 5.223 12.516
H -12.656 -3.438 7.916
H -14.593 -9.744 2.814
H -17.039 -2.698 7.364
H -22.420 -5.698 5.877
H -22.976 -0.481 14.577
H -11.046 -3.776 2.111
H -18.160 -12.526 2.953
H -17.607 -11.987 0.789
H -3.959 -1.513 6.610
H -16.616 -13.284 3.019
H -6.937 -10.606 6.715
H -14.632 2.856 3.602
H -9.650 -11.328 6.868
H -20.568 -7.626 11.564
H -12.945 -0.362 15.419
H -16.213 -12.919 0.876
H -18.900 8.941 11.166
H -2.921 -2.128 10.646
H -7.553 -3.672 16.877
H -26.014 -3.292 5.682
H -10.783 4.394 4.121
H -25.460 -4.293 3.307
H -5.619 -3.245 7.470
H -15.849 -1.171 9.525
H -15.344 0.674 15.448
H -8.920 -7.115 0.649
H -14.622 3.728 6.036
H -10.822 -9.247 8.052
H -10.602 -5.984 -1.300
H -19.228 -9.183 9.739
H -19.263 -11.328 13.237
H -14.287 -11.380 2.504
H -23.467 -5.872 3.514
H -24.157 -4.148 7.391
H -14.010 -2.431 9.857
H -6.644 -8.717 8.024
H -18.850 -11.271 10.565
```

Summary:
ΔE to the lowest compared entry with this formula, charge and spin	558.8	kJ/mol
total charge	0
E_HOMO	-7.896	eV
largest force on an atom	0.08738	hartree/bohr
SMILES string	O=S1(=O)CCCC1.O=S1(=O)CCCC1.c1cc[nH]c1.c1cc[nH]c1.c1cc[nH]c1.c1cc[nH]c1.c1cc[nH]c1.c1cc[nH]c1.c1cc[nH]c1.c1cc[nH]c1.c1cc[nH]c1.c1cc[nH]c1
gap between HOMO and LUMO	8.1921	eV